(1)
Formula: C2H11NO3
Source: OMol25
Level of theory: ωB97M-V with the def2-TZVPD basis set

Structure (XYZ):
```
17
C2H11NO3 ωB97M-V with the def2-TZVPD basis set
C -0.782 -0.742 2.297
N -1.376 -0.583 0.964
C -1.564 0.809 0.503
O -0.481 1.366 -0.205
H -0.527 0.189 2.800
H -1.571 -1.166 2.939
H 0.016 -1.503 2.387
H -0.904 -1.096 0.221
H -1.865 1.476 1.318
H -2.355 0.574 -0.212
H 0.235 1.613 0.385
O 0.449 -1.303 -1.948
H 1.107 -1.863 -2.374
H 0.979 -0.499 -2.100
O 2.741 0.600 -2.062
H 2.470 1.519 -2.172
H 3.427 0.608 -2.740
```

Multiplicity: 1
Relative energy (zero: lowest compared OMol25 entry of this formula, charge and spin) in kcal per mole: 26.15
LUMO energy in eV: 0.406
Structure (SMILES): CNCO.O.O
Maximum force in hartree/bohr: 0.042
Gap between HOMO and LUMO in eV: 8.9

Atom charges from the Mulliken analysis, given in e for atoms 1 to 5: atom 1 (C): -0.808, atom 2 (N): -0.333, atom 3 (C): -0.505, atom 4 (O): -0.477, atom 5 (H): 0.297

***

(2)
Formula: C21H28N4O5S
Source: OMol25
Level of theory: ωB97M-V with the def2-TZVPD basis set

Structure (XYZ):
```
59
C21H28N4O5S ωB97M-V with the def2-TZVPD basis set
C -8.753 -0.647 -0.415
C -7.881 -0.949 0.795
O -6.636 -0.256 0.730
C -5.672 -0.817 -0.017
O -5.804 -1.866 -0.600
C -4.429 -0.013 -0.029
C -3.352 -0.464 -0.789
C -2.167 0.241 -0.831
C -2.040 1.421 -0.101
N -0.869 2.178 -0.076
C 0.314 1.960 -0.730
O 0.492 1.063 -1.521
C 1.380 2.979 -0.330
C 1.833 2.725 1.117
C 2.590 1.402 1.199
N 3.742 1.462 0.335
S 4.883 0.270 0.611
O 6.013 0.569 -0.218
O 5.077 0.212 2.034
C 4.134 -1.234 0.069
C 4.152 -1.804 -1.223
C 4.855 -1.306 -2.432
N 3.434 -2.911 -1.228
N 2.955 -3.071 0.008
C 2.130 -4.200 0.321
C 3.352 -2.084 0.837
C 2.991 -2.042 2.274
C 3.396 1.633 -1.059
C 2.603 2.924 -1.253
C -3.120 1.877 0.659
C -4.303 1.171 0.694
H -8.273 -1.015 -1.318
H -9.715 -1.138 -0.303
H -8.909 0.426 -0.509
H -8.351 -0.600 1.717
H -7.686 -2.025 0.859
H -3.464 -1.381 -1.347
H -1.341 -0.112 -1.426
H -0.914 2.993 0.521
H 0.931 3.978 -0.398
H 0.985 2.701 1.803
H 2.504 3.529 1.422
H 2.960 1.227 2.209
H 1.921 0.574 0.911
H 5.247 -2.147 -2.998
H 4.164 -0.760 -3.074
H 5.663 -0.645 -2.133
H 1.158 -3.875 0.698
H 2.608 -4.834 1.071
H 1.993 -4.767 -0.597
H 3.580 -1.269 2.759
H 3.202 -3.001 2.745
H 1.929 -1.827 2.405
H 4.335 1.675 -1.612
H 2.800 0.785 -1.421
H 3.246 3.776 -1.029
H 2.284 2.986 -2.294
H -3.024 2.794 1.225
H -5.133 1.528 1.283
```

Multiplicity: 1
Relative energy (zero: lowest compared OMol25 entry of this formula, charge and spin) in kcal per mole: 36.04
LUMO energy in eV: 0.328
Structure (SMILES): CCOC(=O)c1ccc(NC(=O)C2CCN(S(=O)(=O)c3c(C)nn(C)c3C)CC2)cc1
Maximum force in hartree/bohr: 0.020
Gap between HOMO and LUMO in eV: 9.3

Atom charges from the Mulliken analysis, given in e for atoms 1 to 5: atom 1 (C): -1.105, atom 2 (C): -0.251, atom 3 (O): -0.345, atom 4 (C): 0.590, atom 5 (O): -0.628

***

(3)
Formula: C42H43BrCsFN11O5S2
Source: OMol25
Level of theory: ωB97M-V with the def2-TZVPD basis set

Structure (XYZ):
```
106
C42H43BrCsFN11O5S2 ωB97M-V with the def2-TZVPD basis set
Cs -0.537 -1.231 1.444
C 2.429 -0.190 6.904
C 1.939 -0.357 5.487
N 1.023 0.335 4.937
N 0.370 1.276 5.634
C -0.393 2.231 5.031
N -1.168 2.959 5.876
S -0.317 2.579 3.426
C 2.554 -1.421 4.675
C 3.941 -1.506 4.568
C 4.482 -2.511 3.786
C 3.629 -3.412 3.171
C 2.263 -3.258 3.367
N 1.736 -2.286 4.088
H 1.603 -0.326 7.605
H 2.853 0.805 7.056
H 3.188 -0.934 7.126
H 0.478 1.312 6.648
H -1.327 2.674 6.829
H -1.814 3.607 5.460
H 4.576 -0.791 5.070
H 5.554 -2.589 3.664
H 4.008 -4.223 2.566
H 1.560 -3.953 2.933
C -4.966 3.726 -2.646
C -4.206 2.662 -3.435
N -3.100 2.113 -2.678
C -3.191 0.842 -2.169
C -2.281 0.288 -1.347
C -2.417 -1.133 -0.751
O -2.737 -1.139 0.444
O -2.137 -2.083 -1.488
C -1.143 1.045 -0.892
O -0.311 0.645 -0.082
C -1.031 2.374 -1.505
C 0.072 3.153 -1.169
C 0.249 4.377 -1.751
F 1.324 5.139 -1.378
C -0.634 4.862 -2.725
C -1.753 4.106 -3.028
C -1.993 2.865 -2.410
N -0.394 6.051 -3.444
C -1.321 7.143 -3.434
C -0.800 8.290 -2.549
N 0.556 8.690 -3.024
C 1.502 7.542 -2.949
C 0.933 6.425 -3.837
H -5.741 4.161 -3.270
H -4.297 4.517 -2.321
H -5.433 3.294 -1.764
H -3.837 3.077 -4.378
H -4.887 1.845 -3.670
H -4.061 0.283 -2.481
H 0.767 2.778 -0.433
H -2.417 4.482 -3.789
H -2.287 6.808 -3.053
H -1.474 7.516 -4.457
H -0.718 7.949 -1.515
H -1.472 9.148 -2.593
H 0.910 9.479 -2.472
H 0.488 8.989 -4.008
H 1.572 7.210 -1.912
H 2.492 7.843 -3.291
H 1.580 5.549 -3.807
H 0.900 6.783 -4.878
C -2.168 -2.334 4.430
O -1.466 -2.887 3.344
C -2.012 -3.982 2.751
C -3.067 -4.724 3.259
C -3.505 -5.854 2.581
Br -4.865 -6.912 3.375
C -2.978 -6.229 1.367
C -1.949 -5.460 0.830
C -1.421 -4.382 1.541
O -0.310 -3.718 1.135
C -1.372 -5.779 -0.472
N -0.999 -6.968 -0.859
C -0.436 -6.793 -2.096
C 0.141 -7.717 -2.962
C 0.620 -7.243 -4.165
C 0.539 -5.890 -4.509
C -0.006 -4.954 -3.655
C -0.493 -5.420 -2.446
N -1.074 -4.784 -1.378
H -2.228 -3.036 5.266
H -3.174 -2.019 4.130
H -1.595 -1.467 4.751
H -3.550 -4.455 4.182
H -3.334 -7.092 0.829
H -0.080 -4.046 0.250
H 0.199 -8.759 -2.687
H 1.059 -7.930 -4.873
H 0.916 -5.574 -5.472
H -0.069 -3.907 -3.912
H -1.456 -3.833 -1.384
S 2.493 -2.407 -0.330
C 3.749 -1.705 -1.114
N 5.037 -2.156 -0.809
C 6.128 -1.667 -1.413
C 5.993 -0.690 -2.354
C 4.669 -0.257 -2.627
N 3.618 -0.732 -2.040
H 5.095 -2.893 -0.116
H 7.084 -2.079 -1.124
H 6.840 -0.270 -2.867
H 4.497 0.513 -3.367
```

Multiplicity: 1
Relative energy (zero: lowest compared OMol25 entry of this formula, charge and spin) in kcal per mole: 84.88
LUMO energy in eV: -3.072
Maximum force in hartree/bohr: 0.085
Charge: +1
Gap between HOMO and LUMO in eV: 5.7

Atom charges from the Mulliken analysis, given in e for atoms 1 to 5: atom 1 (Cs): 1.929, atom 2 (C): -1.897, atom 3 (C): 0.570, atom 4 (N): -0.189, atom 5 (N): -0.080